No. 1
The following is a DFT calculation (ωB97M-V/def2-TZVPD) of a gas-phase ion, C7H16N2P (charge +1) at a distorted geometry.

Atoms and positions in Å:
C 2.83 -1.11 -0.75
P 2.49 0.09 0.61
N 0.67 0.07 0.44
C -0.10 -0.66 1.38
C -1.21 -1.58 0.73
C -2.34 -0.68 -0.08
C -2.30 0.79 0.31
N -1.15 1.56 -0.16
C 0.17 1.20 -0.28
C 0.96 1.85 -1.33
H 3.81 -1.62 -0.70
H 2.53 -0.64 -1.73
H 2.08 -1.96 -0.73
H 2.63 -0.92 1.57
H -0.67 -0.09 2.04
H 0.57 -1.42 1.99
H -1.71 -2.06 1.58
H -0.74 -2.17 0.02
H -2.14 -0.70 -1.19
H -3.35 -1.13 0.26
H -3.15 1.35 -0.26
H -2.38 0.94 1.34
H -1.26 2.51 -0.43
H 0.49 2.73 -1.71
H 1.40 1.25 -2.08
H 1.86 2.38 -0.86

Gap between HOMO and LUMO: 9.19 eV
Highest occupied orbital energy: -12.95 eV
SMILES: CPN1CCCC[NH+]=C1C
Net charge: +1
ΔE to the lowest compared entry with this formula, charge and spin: 98.6 kJ/mol
DFT total energy: -726.8927 Ha


No. 2
The following is a DFT calculation (ωB97M-V/def2-TZVPD) of a molecular structure, C7H16N3O3Rh at a distorted geometry.

Atoms and positions in Å:
Rh 0.05 0.13 0.28
N 2.19 0.11 0.16
C 2.92 1.38 -0.19
C 2.27 2.64 0.39
C 1.00 2.96 -0.41
O 0.99 4.10 -0.84
O 0.08 2.06 -0.59
H 2.56 -0.23 1.05
H 2.46 -0.59 -0.53
H 2.99 1.45 -1.27
H 3.94 1.32 0.19
H 2.97 3.47 0.37
H 1.92 2.50 1.42
N -2.03 0.34 0.10
C -2.79 -0.68 -0.69
C -2.45 -2.10 -0.27
C -1.13 -2.62 -0.83
N 0.04 -2.02 -0.12
H -2.47 0.44 1.01
H -2.12 1.25 -0.36
H -2.57 -0.51 -1.74
H -3.86 -0.48 -0.55
H -3.26 -2.76 -0.60
H -2.44 -2.18 0.83
H -1.04 -2.37 -1.89
H -1.08 -3.70 -0.74
H 0.89 -2.30 -0.60
H 0.10 -2.45 0.80
O -0.09 0.48 3.34
C -0.02 0.34 2.24

Gap between HOMO and LUMO: 5.23 eV
Highest occupied orbital energy: -16.05 eV
Net charge: +2
ΔE to the lowest compared entry with this formula, charge and spin: 139.5 kJ/mol
DFT total energy: -776.2439 Ha


No. 3
The following is a DFT calculation (ωB97M-V/def2-TZVPD) of a molecular structure, C7H16NO2PS at a distorted geometry.

Atoms and positions in Å:
C 2.09 -1.97 -0.37
C 0.31 3.48 2.32
C -1.46 -2.32 -2.21
C 0.35 -1.93 1.33
C 0.07 2.09 1.69
C -0.63 -1.25 -2.79
C -0.81 2.18 0.43
N 0.78 -1.70 -0.02
O 2.93 -2.61 0.22
O 0.80 0.97 -1.73
P -0.16 -0.05 -1.40
S -1.58 0.59 -0.01
H 2.17 -1.40 -1.28
H 1.05 3.37 3.13
H 0.86 4.25 1.66
H -0.50 4.08 2.71
H -2.15 -2.01 -1.40
H -1.94 -2.92 -3.04
H -0.72 -2.94 -1.61
H 1.29 -1.87 1.95
H -0.39 -1.16 1.61
H 0.05 -3.05 1.47
H -0.55 1.46 2.45
H 0.86 1.35 1.45
H -1.25 -0.50 -3.40
H 0.37 -1.53 -3.38
H -1.60 2.89 0.57
H -0.22 2.49 -0.35

Gap between HOMO and LUMO: 8.87 eV
Highest occupied orbital energy: -8.73 eV
ΔE to the lowest compared entry with this formula, charge and spin: 303.6 kJ/mol
DFT total energy: -1221.0391 Ha


No. 4
The following is a DFT calculation (ωB97M-V/def2-TZVPD) of a gas-phase ion, C7H16NOSi (charge +1) at a distorted geometry.

Atoms and positions in Å:
C -1.29 -2.22 0.11
C -1.51 -1.12 -0.62
C -1.44 0.40 -0.14
C -2.77 0.52 0.66
C 2.44 -1.70 0.00
C 2.06 -0.31 0.55
C 1.53 1.93 -0.19
N 1.64 0.60 -0.52
O -1.38 1.31 -1.28
Si -0.34 2.09 0.29
H -1.31 -3.12 -0.41
H -0.98 -2.01 1.15
H -1.74 -1.28 -1.59
H -2.99 -0.42 1.08
H -3.49 0.96 0.00
H -2.65 1.17 1.56
H 2.76 -1.67 -1.07
H 3.13 -2.18 0.69
H 1.48 -2.24 0.01
H 2.76 0.19 1.15
H 1.23 -0.50 1.22
H 2.12 2.17 0.76
H 2.00 2.56 -0.97
H -2.18 1.46 -1.90
H 2.31 0.44 -1.33
H -1.39 2.96 0.80

Gap between HOMO and LUMO: 8.20 eV
Highest occupied orbital energy: -12.82 eV
Net charge: +1
ΔE to the lowest compared entry with this formula, charge and spin: 385.9 kJ/mol
DFT total energy: -695.3952 Ha


No. 5
The following is a DFT calculation (ωB97M-V/def2-TZVPD) of 2 unconnected molecules or ions with the total composition C7H16NS at a distorted geometry.

Atoms and positions in Å:
C 1.21 1.14 -0.62
C 2.36 0.40 -0.43
C -2.52 -0.38 0.38
C 3.20 -0.08 -1.63
C 2.87 -0.03 1.03
C -1.92 0.03 -0.85
C -3.85 -1.00 0.46
N -1.78 -0.38 1.46
S 0.15 1.92 0.53
H 0.78 1.45 -1.66
H 3.07 -1.04 -2.00
H 4.29 -0.06 -1.30
H 3.10 0.65 -2.49
H 3.90 0.40 1.03
H 3.06 -1.06 1.13
H 2.39 0.25 1.96
H -2.38 -0.48 -1.72
H -0.81 -0.07 -0.93
H -2.15 1.09 -1.10
H -4.22 -1.26 -0.57
H -4.56 -0.34 0.93
H -3.69 -1.94 0.89
H -2.22 -0.68 2.39
H -0.92 0.31 1.55
H 0.65 1.17 1.56

Gap between HOMO and LUMO: 7.61 eV
Highest occupied orbital energy: -11.80 eV
Net charge: +1
ΔE to the lowest compared entry with this formula, charge and spin: 218.1 kJ/mol
DFT total energy: -728.9414 Ha


No. 6
The following is a DFT calculation (ωB97M-V/def2-TZVPD) of 2 unconnected molecules or ions with the total composition C7H16O at a distorted geometry.

Atoms and positions in Å:
C 2.07 -0.41 -0.94
C 0.85 -0.78 -0.10
C 1.27 -1.23 1.30
C 0.02 -1.85 -0.80
H 1.77 -0.05 -1.92
H 2.68 0.34 -0.44
H 2.69 -1.30 -1.11
H 0.00 0.07 0.13
H 1.91 -2.12 1.22
H 1.87 -0.47 1.80
H 0.42 -1.50 1.91
H -0.37 -1.44 -1.74
H 0.63 -2.73 -1.00
H -0.83 -2.16 -0.19
C -1.80 1.80 1.33
C -1.90 1.23 -0.08
C -0.56 1.42 -0.97
O -0.52 1.12 -2.14
H -1.10 1.22 1.92
H -2.77 1.76 1.82
H -1.47 2.84 1.30
H -2.64 1.80 -0.66
H -2.27 0.21 -0.11
H 0.06 2.23 -0.54

Gap between HOMO and LUMO: 10.47 eV
Highest occupied orbital energy: -9.56 eV
SMILES: CC(C)C.CCC=O
ΔE to the lowest compared entry with this formula, charge and spin: 130.2 kJ/mol
DFT total energy: -351.5044 Ha


No. 7
The following is a DFT calculation (ωB97M-V/def2-TZVPD) of 2 unconnected molecules or ions with the total composition C7H16O at a distorted geometry.

Atoms and positions in Å:
C -1.21 2.01 -1.28
C -1.34 1.35 -0.13
C -1.65 -0.12 -0.02
C -0.74 -1.00 -0.94
C 0.76 -0.91 -0.64
C 1.16 -0.85 0.82
C 0.70 -2.06 1.64
H -1.60 1.63 -2.22
H -0.93 3.04 -1.26
H -0.93 1.81 0.77
H -2.65 -0.41 -0.37
H -1.53 -0.47 1.00
H -0.93 -0.65 -1.96
H -1.13 -2.01 -0.82
H 1.22 -1.79 -1.09
H 1.16 -0.05 -1.19
H 2.26 -0.82 0.87
H 0.83 0.07 1.31
H 0.93 -1.95 2.70
H -0.38 -2.17 1.55
H 1.09 -2.97 1.18
O 1.42 3.09 -0.15
H 2.10 3.11 0.55
H 1.37 2.13 -0.30

Gap between HOMO and LUMO: 10.33 eV
Highest occupied orbital energy: -9.48 eV
SMILES: C=CCCCCC.O
ΔE to the lowest compared entry with this formula, charge and spin: 105.9 kJ/mol
DFT total energy: -351.5136 Ha


No. 8
The following is a DFT calculation (ωB97M-V/def2-TZVPD) of 2 unconnected molecules or ions with the total composition C7H16O at a distorted geometry.

Atoms and positions in Å:
C 0.78 1.80 1.79
C 1.12 0.81 0.72
C 0.24 0.23 -0.09
C -1.23 0.55 -0.07
C 0.77 -0.64 -1.20
C -0.15 -1.68 -1.85
C 0.33 -2.26 -3.18
H 0.22 1.32 2.60
H 0.03 2.59 1.61
H 1.61 2.41 2.15
H 2.18 0.61 0.61
H -1.52 1.09 0.82
H -1.77 -0.40 -0.05
H -1.49 1.04 -0.99
H 1.14 0.02 -2.00
H 1.68 -1.16 -0.91
H -0.17 -2.48 -1.11
H -1.13 -1.32 -1.95
H -0.53 -2.27 -3.83
H 0.72 -3.28 -3.10
H 1.08 -1.68 -3.69
O -1.37 1.87 4.78
H -1.56 0.97 5.05
H -0.98 1.86 3.91

Gap between HOMO and LUMO: 9.69 eV
Highest occupied orbital energy: -8.85 eV
SMILES: C/C=C(\C)CCC.O
ΔE to the lowest compared entry with this formula, charge and spin: 123.0 kJ/mol
DFT total energy: -351.5071 Ha


Which value of ΔE to the lowest compared entry with this formula, charge and spin does entry 6 give?
130.2 kJ/mol